1.
Entry from the Open Molecules 2025 dataset: one molecule with the formula C3H5N3Se in a non-equilibrium geometry (wB97M-V/def2-TZVPD).

Each line ends with the natural charge from an NBO analysis.
Atoms and positions in Å:
1 C -0.614 -0.176 -0.171  0.4024
2 C 2.017 -0.348 0.186  0.0733
3 C -2.108 -0.238 -0.240  -0.6683
4 N -0.007 -1.391 0.007  -0.3981
5 N 1.258 -1.285 0.119  -0.1229
6 N 0.099 0.884 -0.224  -0.7299
7 Se 3.546 0.527 0.010  0.2953
8 H -2.449 0.116 -1.213  0.2257
9 H -2.442 -1.256 -0.079  0.2396
10 H -2.529 0.420 0.521  0.2235
11 H -0.373 1.772 -0.319  0.3685
12 H 3.603 0.975 1.403  0.0909

Properties
Total energy ... -2682.89333 hartree
Highest occupied orbital energy ... -8.5651 eV
HOMO-LUMO gap ... 0.33098 Ha
Charge ... 0

2.
Entry from the Open Molecules 2025 dataset: an isolated ion of composition C3H5N4 and charge +1 in a non-equilibrium geometry (wB97M-V/def2-TZVPD).

Each line ends with the natural charge from an NBO analysis.
Atoms and positions in Å:
1 C 0.732 1.836 0.246  0.1642
2 C -0.283 1.098 -0.421  0.1897
3 C 0.072 -0.541 0.059  0.5127
4 N 1.583 2.301 0.848  -0.1671
5 N -1.130 1.549 -1.150  -0.4496
6 N 1.259 -0.717 0.543  -0.6924
7 N -0.946 -1.377 0.092  -0.7393
8 H -1.885 0.957 -1.680  0.4080
9 H 1.846 0.117 0.621  0.4610
10 H 1.434 -1.589 0.942  0.4269
11 H -1.807 -1.245 -0.501  0.4447
12 H -0.877 -2.388 0.401  0.4411

Properties
Total energy ... -336.02592 hartree
Highest occupied orbital energy ... -15.7459 eV
HOMO-LUMO gap ... 0.39076 Ha
Charge ... +1

3.
Entry from the Open Molecules 2025 dataset: C3H5N4 as an isolated structure in a non-equilibrium geometry (wB97M-V/def2-TZVPD).

Each line ends with the natural charge from an NBO analysis.
Atoms and positions in Å:
1 C 1.411 -2.148 0.296  0.6010
2 C 0.066 -2.395 0.303  -0.1423
3 C -0.810 1.730 -0.298  -0.4783
4 N -0.349 -1.127 0.123  -0.1418
5 N 1.849 -0.931 0.146  -0.2235
6 N 0.687 -0.358 -0.052  0.1560
7 N 0.505 1.406 -0.115  -0.2735
8 H -0.627 -3.237 0.240  0.3070
9 H -1.047 2.606 0.297  0.2563
10 H -1.311 1.794 -1.425  0.2512
11 H -1.344 0.768 -0.129  0.2782
12 H 0.970 1.892 0.614  0.4098

Properties
Total energy ... -335.72981 hartree
Highest occupied orbital energy (spin up / spin down) ... -14.2704 / -14.6629 eV
HOMO-LUMO gap (spin up / spin down) ... 0.18449 / 0.22480 Ha
Charge ... +1

4.
Entry from the Open Molecules 2025 dataset: an isolated ion of composition C3H5N4O2 and charge -1 in a non-equilibrium geometry (wB97M-V/def2-TZVPD).

Each line ends with the natural charge from an NBO analysis.
Atoms and positions in Å:
1 C 0.237 1.096 -0.407  0.1611
2 C 0.674 -0.319 -0.291  -0.3080
3 C -1.800 0.569 0.421  0.2943
4 N -0.878 1.515 -0.007  -0.4280
5 N -2.819 0.347 -0.393  -0.4511
6 N 0.123 -0.991 0.811  -0.9501
7 N -3.973 -0.089 -0.106  0.6112
8 O -4.207 -0.710 0.953  -0.5012
9 O -4.843 0.182 -0.947  -0.4608
10 H 1.081 1.761 -0.508  0.1493
11 H 0.473 -0.789 -1.285  0.1689
12 H 1.764 -0.167 -0.204  0.1545
13 H -1.763 0.332 1.540  0.2252
14 H -0.582 -1.752 0.704  0.3347

Properties
Total energy ... -486.64681 hartree
Highest occupied orbital energy (spin up / spin down) ... -3.3768 / -3.3799 eV
HOMO-LUMO gap (spin up / spin down) ... 0.26463 / 0.26478 Ha
Charge ... -1

5.
Entry from the Open Molecules 2025 dataset: one molecule with the formula C3H5N5 in a non-equilibrium geometry (wB97M-V/def2-TZVPD).

Each line ends with the natural charge from an NBO analysis.
Atoms and positions in Å:
1 C -1.673 0.930 0.174  -0.6903
2 C -0.855 -0.286 -0.123  0.4292
3 C 2.560 -0.729 0.089  0.0933
4 H -1.952 0.960 1.213  0.2438
5 H -2.607 0.869 -0.311  0.2291
6 H -1.098 1.830 -0.068  0.2485
7 H -2.333 -1.265 -0.449  0.3360
8 H 3.479 -1.182 0.294  0.2152
9 N -1.333 -1.471 -0.341  -0.5598
10 N 0.552 -0.106 -0.044  -0.0860
11 N 1.322 -1.154 0.153  -0.1951
12 N 2.586 0.605 -0.195  -0.2297
13 N 1.351 1.000 -0.391  -0.0341

Properties
Total energy ... -391.02623 hartree
Highest occupied orbital energy ... -10.5437 eV
HOMO-LUMO gap ... 0.38766 Ha
Charge ... 0

6.
Entry from the Open Molecules 2025 dataset: one molecule with the formula C3H5N5 in a non-equilibrium geometry (wB97M-V/def2-TZVPD).

Each line ends with the natural charge from an NBO analysis.
Atoms and positions in Å:
1 C -1.724 -0.556 -0.081  0.2808
2 C -0.221 1.131 0.088  0.2722
3 C 1.752 0.214 -0.036  0.4992
4 H -3.607 0.385 -0.252  0.3885
5 H -1.753 -1.593 -0.396  0.1878
6 H -0.914 1.874 0.310  0.2465
7 H 3.181 -0.877 -0.413  0.3047
8 H 1.234 -1.589 0.549  0.4083
9 N -2.516 0.498 -0.126  -0.6978
10 N -0.389 -0.222 0.421  -0.2858
11 N 1.031 1.355 0.010  -0.4551
12 N 3.100 0.158 -0.094  -0.6835
13 N 0.826 -0.781 0.020  -0.4657

Properties
Total energy ... -390.97261 hartree
Highest occupied orbital energy ... -8.6060 eV
HOMO-LUMO gap ... 0.32011 Ha
Charge ... 0

The highest total energy belongs to which entry?
number 3

Copy entry 4 word for word.
Entry from the Open Molecules 2025 dataset: an isolated ion of composition C3H5N4O2 and charge -1 in a non-equilibrium geometry (wB97M-V/def2-TZVPD).

Each line ends with the natural charge from an NBO analysis.
Atoms and positions in Å:
1 C 0.237 1.096 -0.407  0.1611
2 C 0.674 -0.319 -0.291  -0.3080
3 C -1.800 0.569 0.421  0.2943
4 N -0.878 1.515 -0.007  -0.4280
5 N -2.819 0.347 -0.393  -0.4511
6 N 0.123 -0.991 0.811  -0.9501
7 N -3.973 -0.089 -0.106  0.6112
8 O -4.207 -0.710 0.953  -0.5012
9 O -4.843 0.182 -0.947  -0.4608
10 H 1.081 1.761 -0.508  0.1493
11 H 0.473 -0.789 -1.285  0.1689
12 H 1.764 -0.167 -0.204  0.1545
13 H -1.763 0.332 1.540  0.2252
14 H -0.582 -1.752 0.704  0.3347

Properties
Total energy ... -486.64681 hartree
Highest occupied orbital energy (spin up / spin down) ... -3.3768 / -3.3799 eV
HOMO-LUMO gap (spin up / spin down) ... 0.26463 / 0.26478 Ha
Charge ... -1